Molecular formula: C67H133BN8O20V
Method: DFT, the ωB97M-V functional and the def2-TZVPD basis

Structure (XYZ):
```
230
Properties=species:S:1:pos:R:3:forces:R:3
V 22.591 19.992 8.222 1.78 -0.30 3.24
O 18.094 17.542 15.393 0.81 -0.38 -0.34
O 23.855 15.117 10.528 0.30 -0.55 -0.46
O 25.359 22.000 11.085 -1.65 -0.63 -1.70
O 21.117 19.707 7.770 0.58 0.21 -0.33
O 17.796 17.064 10.771 -0.01 -1.08 -1.44
O 23.814 21.437 15.707 -1.24 0.36 -1.33
O 15.450 24.032 7.702 0.03 0.96 -0.15
O 18.797 19.550 11.783 -0.26 0.07 -0.29
O 25.649 21.986 8.950 -0.84 -0.19 -0.31
O 23.809 23.644 13.832 -1.65 -0.35 -0.21
O 22.200 20.121 12.026 -1.03 -0.18 0.75
O 22.109 20.685 14.455 -0.44 -0.10 -1.02
O 22.183 22.396 12.882 -2.40 -0.42 -2.43
O 23.407 18.663 8.295 -0.82 0.60 -0.90
O 21.468 18.799 10.436 -0.71 -0.34 -1.16
O 26.373 22.460 15.121 -0.33 -0.58 -0.08
O 23.816 21.244 9.772 -4.67 -2.01 -1.30
O 20.171 21.033 12.815 0.03 -1.35 -0.16
O 18.812 24.972 18.870 -0.41 -1.68 -0.42
O 25.863 27.290 13.301 -0.22 0.74 -0.10
N 15.649 23.617 9.020 0.75 -1.31 2.95
N 18.299 16.457 9.576 1.87 -1.34 -2.70
N 24.921 21.754 9.929 5.37 1.75 1.63
N 18.606 23.688 18.199 0.13 -0.24 -1.22
N 25.139 15.389 11.001 1.30 -1.04 1.76
N 27.698 22.111 15.221 2.39 0.82 -0.35
N 26.489 27.574 14.488 1.84 -1.09 4.34
N 19.005 16.485 15.631 -1.11 -1.54 1.40
C 29.699 22.187 16.549 1.61 -2.58 -0.30
C 27.775 20.864 13.188 -1.21 0.46 -0.91
C 25.678 27.314 15.783 -0.61 0.84 1.54
C 24.553 28.356 15.960 -0.33 0.27 -1.20
C 18.164 13.981 10.259 0.46 0.51 0.82
C 23.048 21.589 14.768 1.07 -1.05 2.82
C 26.562 27.523 17.085 0.17 -0.37 -0.50
C 24.245 15.407 13.379 -1.01 -1.39 -0.12
C 18.368 20.970 17.217 2.35 0.71 -0.82
C 16.238 23.645 18.768 0.23 0.33 1.33
C 21.191 15.622 16.186 1.37 0.64 -0.83
C 18.135 14.941 13.713 1.62 1.05 0.50
C 28.312 28.792 15.911 -0.56 -0.70 -2.65
C 22.997 22.743 13.784 3.75 0.66 1.53
C 26.254 15.452 10.009 -1.36 -0.78 -1.12
C 28.038 20.785 14.685 0.54 -1.76 -0.74
C 25.070 25.850 15.845 2.45 1.26 -1.28
C 20.432 16.823 15.559 0.00 -0.68 -0.23
C 20.936 22.593 18.583 -0.56 -0.66 -0.16
C 19.375 22.026 16.618 -0.74 -2.99 -0.43
C 26.312 14.125 9.257 0.15 -1.60 -0.85
C 26.694 30.087 14.499 0.53 1.28 -0.42
C 16.917 22.103 10.465 0.13 1.04 1.00
C 18.448 15.156 15.248 -1.58 -1.02 -0.03
C 13.874 24.981 10.123 2.10 0.71 -0.40
C 17.345 18.221 8.042 -0.65 -0.46 1.27
C 17.534 16.678 8.298 0.67 1.55 0.26
C 19.820 23.111 17.583 0.83 2.47 -0.42
C 28.357 24.033 16.815 -3.05 0.03 0.16
C 29.562 20.455 14.751 0.30 0.46 0.56
C 27.280 19.522 15.297 -0.57 0.78 -0.79
C 28.404 28.662 13.417 -0.16 -0.30 -1.44
C 20.241 15.498 10.777 -0.90 -0.51 -1.32
C 16.783 21.555 8.060 -0.67 2.29 -0.52
C 16.113 16.134 8.471 -0.51 -0.36 -0.77
C 19.771 14.638 8.420 -1.49 1.73 -0.85
C 15.777 24.188 11.569 1.15 0.48 -0.37
C 18.041 22.364 20.235 -0.41 -0.36 -0.80
C 17.036 14.900 16.044 1.81 1.50 0.40
C 16.338 25.989 9.733 -1.60 0.51 0.20
C 30.144 20.696 16.148 -1.18 1.57 0.01
C 25.112 16.063 12.310 0.75 0.64 -0.30
C 26.061 16.584 9.075 -2.05 1.65 -0.90
C 27.419 28.742 14.527 -0.03 -0.48 2.27
C 27.580 15.649 10.618 1.82 0.13 3.05
C 18.222 23.546 8.810 -0.55 -0.22 -0.17
C 18.801 14.752 7.168 1.52 0.32 1.00
C 16.880 22.796 9.111 0.99 -1.67 -0.71
C 17.560 22.850 18.803 -0.25 -0.81 -0.47
C 27.600 16.588 11.918 -0.24 -1.18 -3.18
C 15.491 24.697 10.110 -1.28 0.06 -1.58
C 26.596 16.128 12.899 -1.13 -0.10 -0.38
C 21.230 19.518 11.370 1.46 1.55 1.04
C 20.904 14.266 15.440 -0.55 2.00 2.36
C 17.185 21.629 17.796 0.68 0.52 2.22
C 27.474 21.742 17.635 -0.31 0.58 1.58
C 20.877 17.005 14.098 0.52 0.45 -0.70
C 20.706 18.104 16.393 -0.38 0.62 -0.84
C 24.507 17.491 12.163 0.36 1.44 0.86
C 27.515 28.684 17.161 0.88 0.64 0.76
C 19.013 15.111 9.717 2.46 1.60 1.10
C 20.483 24.250 16.582 -0.49 -0.82 1.69
C 16.891 23.116 11.689 -0.69 -1.15 -1.28
C 28.201 22.476 16.522 2.65 0.69 0.31
C 19.873 20.027 11.977 0.86 0.19 0.82
C 19.406 14.059 15.711 0.30 -1.08 -1.51
C 18.328 16.222 6.984 -1.44 -2.43 2.12
B 21.630 21.016 13.103 0.68 1.28 -0.51
H 15.504 16.717 7.781 -0.51 -0.32 0.00
H 16.113 25.089 12.083 0.41 0.20 -0.02
H 27.771 18.582 15.045 0.57 0.16 0.33
H 25.504 13.791 8.607 -0.92 0.62 0.54
H 16.428 21.992 17.100 0.39 -0.07 -0.32
H 27.039 19.586 16.358 0.28 -0.11 -0.09
H 24.037 28.378 15.000 -0.46 0.12 -0.10
H 27.817 19.966 12.572 0.58 -0.58 0.55
H 19.135 16.890 6.685 -0.06 0.02 0.35
H 27.223 17.566 11.618 1.01 0.48 -0.13
H 19.189 13.779 16.742 0.41 0.11 0.09
H 18.798 23.956 9.639 -0.76 0.41 0.44
H 30.065 22.374 17.558 0.00 0.06 0.07
H 28.918 29.678 15.724 -0.07 0.25 0.54
H 23.795 28.165 16.720 0.23 -0.52 0.11
H 17.885 23.563 11.724 -0.09 0.29 -0.11
H 28.357 15.941 9.911 -0.47 0.57 -0.37
H 19.291 14.453 6.242 0.20 -0.29 0.06
H 26.340 19.387 14.762 -0.42 0.37 0.11
H 25.938 17.485 9.675 0.46 0.34 -0.10
H 26.633 16.921 13.646 -0.46 -0.55 0.74
H 16.875 18.465 7.090 -0.03 -0.45 -0.19
H 28.437 21.600 12.732 -0.02 0.04 0.06
H 30.217 22.878 15.884 -0.08 0.04 -0.10
H 20.284 17.719 13.526 -0.18 0.58 0.30
H 27.180 30.798 13.831 0.09 -0.21 -0.67
H 17.655 20.901 8.073 -0.34 0.07 0.33
H 19.954 18.847 16.127 -0.19 -0.03 0.04
H 13.558 25.479 9.207 0.00 -0.50 -0.34
H 26.746 16.764 8.246 0.43 -0.34 0.34
H 18.211 18.878 8.124 0.35 -0.55 0.21
H 18.016 20.174 16.562 0.36 0.24 -0.71
H 15.849 26.814 10.252 0.07 0.13 0.49
H 24.035 17.933 11.285 0.49 -0.86 -0.98
H 20.659 21.634 19.022 -0.11 -0.50 -0.58
H 17.848 21.559 10.625 0.12 -0.05 -0.51
H 15.934 15.071 8.306 0.49 -0.18 -0.60
H 24.386 15.804 14.384 0.15 0.55 -0.22
H 18.951 21.770 20.159 0.32 0.49 -0.38
H 24.951 25.428 16.843 -0.77 0.60 0.07
H 28.625 16.499 12.279 -0.11 0.79 0.24
H 25.980 27.694 17.991 -0.86 -0.70 -0.29
H 20.501 25.261 16.988 -0.48 -0.08 0.34
H 27.505 22.260 18.594 0.10 0.73 -0.03
H 26.914 15.145 13.248 -0.43 -0.05 0.50
H 18.929 22.223 15.642 0.05 1.47 0.13
H 27.160 29.618 17.597 -0.92 0.35 -0.87
H 29.699 20.060 16.913 0.04 -0.42 -0.14
H 20.248 21.446 16.321 0.41 0.06 0.11
H 31.227 20.577 16.182 0.01 0.10 0.02
H 21.919 17.316 14.030 0.02 0.35 0.21
H 15.814 21.058 8.015 0.03 -0.62 1.31
H 27.352 24.360 17.081 -0.27 0.22 0.22
H 24.284 25.734 15.099 -0.12 -0.27 0.50
H 30.138 21.011 14.012 -0.18 0.93 0.19
H 16.545 13.927 16.037 0.30 -0.09 -0.98
H 19.033 14.641 13.173 0.45 0.02 0.21
H 16.362 15.727 15.820 -0.20 -0.29 -0.28
H 17.270 15.024 17.102 0.18 0.22 0.20
H 15.692 16.222 9.472 0.45 0.77 0.18
H 21.625 18.627 16.129 0.32 -0.49 -0.12
H 16.859 22.477 12.572 -0.41 0.33 0.27
H 25.482 28.144 13.081 -0.82 0.20 -0.73
H 15.942 24.079 17.813 0.44 -0.51 -0.39
H 20.176 13.635 8.560 -0.25 -0.04 0.12
H 18.193 25.436 18.302 0.17 0.78 0.23
H 13.371 24.033 10.310 0.04 0.15 -0.20
H 21.550 24.056 16.473 -0.10 -0.49 -0.55
H 25.076 16.506 8.613 -0.19 -0.19 -0.22
H 19.909 24.251 15.656 0.34 -0.02 -0.05
H 26.401 21.682 17.450 -0.01 -0.38 -0.05
H 27.993 14.684 10.910 -0.19 -0.32 0.60
H 17.567 16.157 6.206 -0.02 0.52 -0.18
H 25.948 25.303 15.502 -0.27 -0.61 -0.47
H 29.118 29.485 13.454 -0.02 -0.01 0.02
H 22.253 15.864 16.129 0.33 0.12 -0.54
H 23.191 15.500 13.117 -0.10 0.38 0.06
H 16.273 24.514 19.424 -0.08 -0.13 0.45
H 25.301 18.191 12.424 -0.04 0.39 -0.10
H 17.786 14.444 11.171 -0.84 -0.62 0.01
H 16.156 21.325 10.402 -0.41 0.24 0.77
H 17.948 15.940 13.321 -0.85 -0.25 -0.44
H 19.009 20.424 17.910 -0.56 -0.09 0.84
H 29.749 19.472 14.318 -0.47 -0.53 0.57
H 13.599 25.717 10.879 0.26 -0.18 0.46
H 17.418 13.569 9.579 -0.22 0.41 0.08
H 23.328 15.915 10.608 -0.08 0.75 -0.19
H 21.153 23.090 19.528 -0.30 1.17 -0.43
H 27.808 28.750 12.509 0.31 0.17 -0.41
H 18.013 14.028 7.374 -0.49 0.34 -0.33
H 21.462 13.413 15.827 0.09 0.15 0.26
H 28.948 24.267 17.701 0.26 -0.47 -0.11
H 17.935 24.319 8.097 0.64 0.09 -0.16
H 21.224 14.381 14.404 -0.50 -0.02 -0.09
H 17.450 14.148 13.412 -0.62 0.44 0.59
H 26.892 30.629 15.424 -0.91 -0.24 0.42
H 16.196 26.327 8.706 -0.10 -0.66 -0.35
H 14.863 24.043 12.145 -0.18 -1.00 -0.50
H 16.621 18.490 8.811 0.06 0.68 0.06
H 20.616 15.307 8.256 0.09 0.05 -0.04
H 18.428 17.873 14.556 -0.49 0.62 -0.61
H 19.205 13.203 15.067 -0.78 -0.39 0.30
H 18.219 23.214 20.894 -0.03 -0.02 -0.06
H 27.191 26.654 17.279 -0.20 -0.37 -0.24
H 16.673 21.953 7.051 0.99 0.47 -0.34
H 24.898 29.377 16.123 0.26 -0.11 0.15
H 14.971 23.272 7.362 -0.27 0.18 -0.26
H 27.095 14.006 8.508 0.76 0.91 0.13
H 21.076 15.795 17.256 -0.80 -1.27 0.25
H 17.404 26.112 9.922 -0.03 -0.89 0.37
H 20.841 16.160 13.410 -0.23 -0.57 0.71
H 28.167 28.454 18.004 0.55 -0.38 -0.04
H 29.010 27.956 15.854 -0.01 -0.24 -0.03
H 26.521 13.277 9.909 -0.23 0.13 0.47
H 28.587 24.746 16.024 0.50 -0.72 -0.50
H 18.983 22.872 8.415 -0.33 -0.21 -0.63
H 21.881 22.455 18.056 -0.05 -0.03 -0.08
H 27.892 20.797 17.981 -0.05 -0.36 -0.87
H 25.644 30.070 14.209 0.03 -0.05 0.29
H 18.367 17.836 10.747 -0.07 0.56 0.70
H 16.778 20.767 18.323 -0.93 0.57 0.73
H 20.668 18.034 17.480 -0.09 -0.63 -0.04
H 26.004 21.813 15.726 -1.54 0.09 -0.05
H 26.757 21.182 12.963 -0.08 0.38 0.30
H 20.947 16.189 10.317 -0.53 0.49 -0.44
H 17.430 21.612 20.734 -0.86 0.40 -0.04
H 20.928 14.674 10.972 -0.50 -0.61 0.42
H 18.807 13.153 10.555 0.10 -0.04 0.05
H 19.876 15.980 11.684 -0.12 -0.37 -0.16
H 24.309 14.328 13.522 0.78 -0.25 -0.39
H 23.696 17.749 12.844 0.18 -0.47 0.69
H 28.924 27.710 13.316 0.00 -0.04 0.42
H 15.457 22.957 19.093 -0.22 0.22 0.12
```
Forces are in eV/Å.

energy relative to the best compared isomer or geometry (same formula, charge and spin) = 0.0 kJ/mol
multiplicity = 1
charge = -1
DFT total energy = -5543.8795 hartree



Molecular formula: C67H49IrN2O3P2S3
Method: DFT, the ωB97M-V functional and the def2-TZVPD basis

Structure (XYZ):
```
127
Properties=species:S:1:pos:R:3:forces:R:3
Ir -0.426 -0.631 -0.242 1.69 2.46 0.72
S -2.109 1.272 -2.336 -0.10 -0.14 -0.05
S -2.634 -1.426 -4.829 0.27 0.21 -0.02
S 1.674 0.178 1.171 -0.27 -0.53 2.33
P -1.166 1.507 0.873 -0.32 -0.01 1.57
P 1.328 0.428 -1.845 -0.94 0.55 -2.19
O -3.764 -2.831 0.133 0.04 -0.26 0.01
O -2.832 1.570 0.684 0.15 0.42 -0.26
O 2.683 -0.870 1.061 0.30 -0.57 -0.63
N -1.831 -1.359 -1.891 -0.04 0.44 1.53
N -2.980 -0.689 0.455 0.78 0.64 0.16
C -0.926 3.281 0.488 0.39 -0.52 -0.67
C -0.640 1.692 6.977 -0.11 0.16 0.14
C 4.366 -2.226 -2.571 0.10 -0.05 -0.03
C 2.850 -0.433 -4.041 -0.17 0.16 -0.13
C -1.721 -4.211 5.433 -0.09 -0.10 0.14
C 5.036 5.227 -1.004 0.14 0.19 -0.10
C 2.308 1.943 -1.498 -0.37 -0.11 0.54
C -2.629 -4.272 2.809 0.21 0.13 -0.03
C -2.162 2.103 3.391 -0.84 -0.21 -0.34
C 2.064 -0.434 3.773 0.51 -0.58 0.45
C -1.526 -3.735 -1.650 0.03 0.26 -0.07
C -0.471 -1.988 1.259 -0.23 -0.13 -0.44
C -1.375 0.936 -5.541 -0.10 0.10 -0.07
C 1.913 -0.395 5.160 0.27 -0.24 -0.69
C 0.346 0.828 -3.303 0.74 -0.09 1.24
C 0.866 0.344 5.671 -0.61 0.53 -0.56
C -2.141 -2.801 -3.797 -0.02 0.48 -0.10
C -4.385 -0.988 3.369 0.00 -0.06 0.11
C 2.622 -0.579 -2.673 -0.33 -0.66 0.73
C -1.592 5.311 -0.610 0.01 0.14 -0.04
C -1.086 -3.444 4.479 0.01 0.03 -0.23
C -0.027 0.958 4.800 0.90 -0.55 -0.06
C -0.395 5.908 -0.248 0.02 -0.01 0.00
C 0.261 3.892 0.879 -0.02 -0.02 0.14
C 3.384 -1.482 -1.938 -0.04 -0.03 0.05
C 1.219 0.231 2.912 -0.58 0.53 -0.81
C -3.924 -1.651 0.057 -0.59 0.30 -0.24
C 4.370 3.915 0.911 -0.17 -0.18 0.07
C -2.802 -5.009 5.087 0.00 0.05 -0.04
C 4.582 -2.088 -3.932 0.02 -0.03 0.00
C 5.234 5.074 0.522 0.14 0.18 0.08
C 0.530 5.194 0.498 0.04 0.05 -0.01
C -1.049 -0.430 -5.052 -0.21 -0.63 -0.06
C 4.144 3.325 2.122 0.06 0.02 -0.22
C -5.647 -0.420 3.353 -0.14 -0.08 -0.02
C -1.166 2.018 -4.796 -0.14 -0.09 -0.44
C -4.925 0.531 -0.089 -0.06 0.19 0.08
C -1.803 -2.622 -2.442 0.33 -0.99 -0.55
C -0.985 1.503 2.670 0.42 -0.03 -1.90
C -1.597 -5.001 -2.192 -0.02 -0.05 -0.11
C -1.848 3.996 -0.269 -0.09 -0.13 0.00
C -3.258 -0.186 3.375 -0.11 0.17 0.11
C -0.915 -2.689 2.156 0.76 0.87 -1.05
C -1.526 -3.477 3.151 -0.34 -0.43 0.60
C 2.856 2.297 -0.231 0.21 0.30 -0.29
C 2.624 2.713 -2.607 -0.26 -0.16 -0.06
C -4.658 1.764 3.339 -0.09 -0.14 -0.05
C -1.004 1.710 5.522 -0.96 0.79 -0.39
C -5.160 -0.926 -0.474 0.00 -0.09 0.02
C -3.497 0.480 0.377 -0.57 -1.03 -0.12
C -0.409 -0.401 -3.675 -0.14 -0.44 -0.08
C -5.784 0.959 3.348 -0.04 0.12 0.07
C 3.721 3.411 -0.232 -0.08 -0.21 0.00
C 0.491 0.648 7.089 -0.01 -0.06 0.25
C 3.478 3.823 -2.569 0.21 0.14 0.25
C -2.241 -4.082 -4.315 0.07 -0.17 -0.02
C -0.612 1.924 -3.414 -0.07 -0.08 0.54
C -1.991 2.326 4.862 0.87 -0.19 0.51
C 2.669 1.711 1.045 -0.96 -0.31 -0.52
C -1.966 -5.180 -3.519 -0.05 -0.01 -0.05
C -3.393 1.194 3.334 -0.02 0.21 0.09
C -3.258 -5.028 3.777 -0.07 -0.09 0.16
C -1.550 -0.346 -2.648 0.38 0.38 -0.25
C 0.059 0.907 3.381 0.33 -0.23 0.35
C 3.821 -1.191 -4.666 0.05 -0.01 0.02
C 3.287 2.215 2.163 -0.21 -0.31 0.25
C 4.052 4.160 -1.374 -0.24 -0.19 -0.13
H -2.042 -6.174 -3.934 0.00 -0.07 -0.02
H 5.336 -2.679 -4.427 0.09 -0.07 -0.02
H -2.983 -4.262 1.790 -0.01 -0.03 -0.08
H 3.114 1.735 3.114 -0.04 -0.01 0.10
H -2.278 -0.636 3.388 0.17 -0.08 -0.05
H -0.332 2.882 -2.982 0.04 -0.01 0.01
H -1.786 1.000 -6.538 -0.03 0.18 -0.07
H -0.248 -2.816 4.742 0.10 0.07 0.01
H 3.982 -1.078 -5.728 0.02 0.00 -0.06
H -4.268 -2.059 3.377 0.00 -0.22 0.02
H -5.564 0.851 0.736 0.08 0.04 -0.03
H -6.764 1.414 3.354 -0.11 -0.01 0.00
H 2.198 2.438 -3.564 0.03 -0.06 0.05
H -2.330 5.870 -1.164 -0.08 0.06 -0.08
H 6.275 4.873 0.779 0.00 0.06 0.02
H -5.191 -1.066 -1.556 0.02 -0.02 0.01
H -1.379 -5.861 -1.579 0.03 -0.06 0.10
H -4.112 -5.634 3.514 -0.06 -0.07 -0.05
H 4.961 -2.922 -1.999 0.02 -0.06 0.06
H -5.048 1.238 -0.909 0.05 0.03 0.00
H -2.772 2.889 5.348 -0.07 0.11 0.13
H -1.378 -4.192 6.457 0.05 0.01 0.09
H 0.963 3.354 1.500 -0.03 0.09 0.03
H -2.775 3.532 -0.567 -0.07 0.00 -0.05
H -6.522 -1.051 3.357 -0.13 -0.08 0.01
H 2.605 -0.914 5.800 0.20 -0.08 0.06
H -6.063 -1.362 -0.053 -0.01 -0.01 0.02
H -1.266 -3.567 -0.615 0.00 -0.08 0.11
H 4.937 5.976 1.060 0.05 0.02 0.02
H 4.664 6.218 -1.266 0.03 0.00 -0.04
H 2.884 -0.983 3.333 0.10 -0.08 0.03
H -1.501 1.464 7.603 0.06 0.01 0.08
H 0.138 -0.254 7.592 0.06 -0.07 0.06
H 0.162 -1.324 -3.506 -0.20 0.13 -0.03
H -2.534 -4.206 -5.347 0.01 -0.04 -0.08
H 1.344 1.029 7.650 0.01 -0.07 0.08
H 2.254 0.263 -4.616 0.05 -0.02 0.03
H -1.417 3.001 -5.160 -0.05 0.12 -0.13
H -2.418 3.051 2.895 -0.11 -0.05 0.11
H -0.273 2.682 7.254 -0.03 -0.01 0.12
H -0.187 6.927 -0.540 0.00 0.07 0.00
H 3.686 4.373 -3.475 0.00 0.02 -0.10
H -4.766 2.839 3.334 0.02 0.15 -0.03
H 4.606 3.676 3.030 0.07 0.03 0.12
H 5.972 5.078 -1.546 -0.01 0.06 0.00
H 1.460 5.656 0.792 0.09 0.05 0.07
H 3.211 -1.603 -0.878 0.00 -0.03 0.00
H -0.441 -0.970 -5.785 0.03 0.12 0.13
H -3.290 -5.612 5.838 -0.06 -0.05 0.08
```
Forces are in eV/Å.

multiplicity = 2
charge = +1
<S²> = 0.7955
DFT total energy = -4898.9841 hartree